Here is the molecule C18H19ClN4O5S from OMol25. Energies are from wB97M-V/def2-TZVPD.

The geometry in XYZ format:
```
48
Properties=species:S:1:pos:R:3:forces:R:3
Cl 5.593 0.779 1.436 0.22 0.00 0.09
S -0.217 0.753 -0.859 0.14 0.40 0.19
O -1.107 0.045 2.495 -0.03 -0.02 0.13
O -0.891 -0.439 -0.441 0.02 0.04 -0.04
O -3.216 -2.285 0.966 -0.05 -0.01 -0.15
O -0.169 1.038 -2.266 0.23 0.14 -0.10
O -2.713 3.379 -0.523 -0.04 -0.05 0.32
N -0.468 -3.420 -1.406 -0.50 -0.26 0.11
N -1.073 -2.543 1.719 0.24 0.17 0.36
N -3.110 0.336 1.437 -0.24 -0.24 -0.24
N -0.913 2.030 -0.007 0.63 -0.90 -0.30
C 0.168 -2.952 -2.463 0.27 0.15 -0.31
C 1.380 -2.770 -0.054 -0.03 -0.12 -0.16
C 0.109 -3.315 -0.221 0.23 -0.08 0.18
C 3.798 0.984 -0.557 0.00 -0.04 0.11
C 1.442 0.783 -0.203 -0.41 0.17 -0.25
C -2.197 -1.854 1.468 0.05 -0.25 0.20
C 1.424 -2.369 -2.402 -0.02 -0.02 0.05
C 2.508 0.980 -1.061 -0.10 0.06 -0.09
C 1.630 0.595 1.153 0.01 0.00 0.11
C 2.916 0.594 1.663 0.03 -0.01 -0.09
C -0.409 3.335 -0.399 0.06 0.68 -0.04
C -3.044 1.756 1.234 0.18 0.45 -0.20
C -0.713 -3.732 0.975 -0.09 -0.13 -0.09
C -1.588 3.923 -1.181 0.41 0.01 -0.22
C 2.048 -2.295 -1.168 -0.01 -0.09 0.06
C 3.991 0.786 0.804 -0.30 -0.01 -0.17
C -2.373 2.082 -0.113 -0.82 -0.80 0.18
C -2.065 -0.383 1.873 -0.25 0.19 0.25
H 2.312 1.119 -2.112 0.05 0.03 -0.14
H -1.664 5.008 -1.133 0.07 -0.05 -0.04
H 0.491 3.224 -1.000 0.03 0.21 0.03
H 1.901 -1.992 -3.293 0.02 0.02 -0.11
H 4.645 1.134 -1.208 0.07 0.01 -0.04
H -0.157 -4.411 1.627 -0.10 0.02 -0.07
H -0.194 3.918 0.501 0.05 0.01 -0.13
H -2.451 2.193 2.041 -0.13 0.07 -0.07
H -0.357 -3.055 -3.404 0.03 0.04 -0.13
H 3.039 -1.873 -1.072 0.05 0.03 0.01
H -1.637 -4.200 0.632 0.17 -0.05 0.05
H -1.552 3.585 -2.225 -0.02 0.09 0.09
H -3.761 -0.203 0.873 0.10 0.01 0.13
H 3.089 0.447 2.718 0.02 0.00 0.09
H 1.834 -2.721 0.925 0.05 0.00 0.12
H -0.311 -1.973 2.068 -0.18 0.01 -0.01
H 0.769 0.458 1.790 -0.05 -0.02 0.16
H -2.689 1.334 -0.862 -0.13 0.20 0.13
H -4.048 2.184 1.232 0.05 -0.04 0.07
```
Positions in Å, forces in eV/Å.

Its total charge is 0. For the total energy, the calculation gives -58530.4699 eV. As for the spin multiplicity: 1. The structure (SMILES) is O=C(NCc1ccccn1)C(=O)NC[C@H]1OCCN1S(=O)(=O)c1ccc(Cl)cc1. The HOMO energy is -9.29 eV.

=====

Here is a cluster of 2 separate species, C5H9N3O2 in total from OMol25. Energies are from wB97M-V/def2-TZVPD.

The geometry in XYZ format:
```
19
Properties=species:S:1:pos:R:3:forces:R:3
O 1.925 1.490 -0.277 -0.98 0.02 1.67
O 1.776 2.834 2.150 -4.33 -0.19 -0.05
N -0.211 1.367 0.880 3.27 -0.11 -0.35
N 1.741 -0.169 1.289 -0.47 0.86 0.76
N -1.355 -0.684 1.379 -0.37 0.62 -0.03
C 0.986 -1.401 1.410 -0.11 0.15 0.36
C 2.265 -1.355 0.644 0.18 0.18 -0.27
C -1.260 0.585 1.343 -0.08 -0.96 0.31
C 1.328 0.984 0.655 -1.95 -1.42 -3.08
C -0.341 -1.470 0.700 0.35 -0.09 -0.14
H 2.073 3.567 1.601 -0.10 0.01 -0.13
H 3.174 -1.767 1.083 -0.22 0.16 -0.14
H -2.084 1.190 1.737 0.07 -0.22 -0.10
H -0.216 -1.106 -0.337 0.02 -0.08 0.23
H 2.204 -1.387 -0.446 0.02 0.03 0.26
H -0.479 2.109 0.244 0.21 0.04 0.07
H 0.997 -1.824 2.418 -0.01 0.07 -0.27
H -0.662 -2.520 0.648 -0.04 0.33 0.05
H 0.677 2.733 1.952 4.56 0.59 0.86
```
Positions in Å, forces in eV/Å.

Its total charge is 0. For the total energy, the calculation gives -13893.9163 eV. As for the spin multiplicity: 1. The calculation puts the energy above the lowest of the compared OMol25 structures with the same formula, charge and spin at 61.46 kcal per mole. The structure (SMILES) is O=C1NC=NC[C@H]2CN12.O. The HOMO energy is -9.84 eV.

=====

Here is a structure of composition C11H22N3 from OMol25. Energies are from wB97M-V/def2-TZVPD.

The geometry in XYZ format:
```
36
Properties=species:S:1:pos:R:3:forces:R:3
N -0.127 0.057 0.439 2.51 0.88 -2.29
N 1.241 0.570 -0.611 0.17 -2.16 2.96
N 0.167 -1.211 0.892 -1.70 -1.16 -2.26
C 2.281 1.288 0.137 0.95 2.42 -0.40
C 1.500 -3.310 0.495 -3.03 -0.05 3.20
C -1.050 2.606 0.001 0.15 0.43 -0.83
C -1.467 1.650 -0.853 1.15 -0.03 1.24
C -1.300 0.175 -0.445 -2.36 1.04 -0.18
C -0.428 2.225 1.256 -2.21 3.26 0.02
C -2.607 -0.329 0.218 -1.24 -2.28 1.75
C -0.105 1.033 1.529 2.54 -5.47 0.99
C 0.513 -2.329 -0.068 -1.80 1.14 -0.72
C 3.580 1.166 -0.817 -4.07 -0.98 -1.67
C -3.686 -0.485 -0.889 3.38 3.05 -0.34
H 4.407 1.217 -0.229 2.51 0.45 1.35
H -2.411 -1.390 0.639 -0.05 1.52 -0.74
H 0.786 -3.699 1.311 1.46 -0.16 -0.58
H -0.440 -2.846 -0.174 0.00 -0.37 -0.05
H -1.849 1.835 -1.836 -0.34 0.24 -0.20
H 0.537 0.571 2.331 -1.31 1.21 -0.37
H 0.676 -1.980 -1.071 0.77 0.71 -0.30
H -0.419 2.927 2.057 0.40 0.69 0.35
H 2.677 0.870 1.110 -1.26 -0.26 -1.03
H 1.577 -4.147 -0.151 0.84 -0.57 -0.68
H 0.869 1.081 -1.373 -0.59 1.02 -0.54
H -3.105 0.166 1.147 1.48 -0.03 -1.75
H 3.500 0.167 -1.296 0.30 0.29 0.65
H 2.008 2.442 0.420 0.65 -2.62 -0.91
H 0.873 -1.173 1.526 2.39 0.59 2.42
H -3.893 0.515 -1.285 -0.03 0.08 -0.02
H -4.568 -0.772 -0.502 -2.94 -1.73 1.12
H 2.341 -2.970 1.090 0.53 0.18 -0.84
H 3.565 1.811 -1.698 0.13 0.52 0.53
H -3.289 -1.011 -1.729 -0.15 -0.99 -0.43
H -1.039 3.699 -0.180 -0.44 -0.91 -0.27
H -1.311 -0.414 -1.390 1.24 0.06 0.84
```
Positions in Å, forces in eV/Å.

Its total charge is +1. For the total energy, the calculation gives -16221.9146 eV. As for the spin multiplicity: 1. The calculation puts the energy above the lowest of the compared OMol25 structures with the same formula, charge and spin at 101.74 kcal per mole. The HOMO energy (alpha / beta) is -13.12 / -13.12 eV.

=====

Here is a structure of composition C32H53N4RuSSi4Te from OMol25. Energies are from wB97M-V/def2-TZVPD.

The geometry in XYZ format:
```
96
Properties=species:S:1:pos:R:3:forces:R:3
Te -2.440 -0.828 -0.522 -0.18 -0.05 -0.17
Ru 0.096 0.083 0.515 -0.10 -0.14 -0.12
S 3.456 1.136 0.218 -0.03 -0.01 0.17
Si 0.920 3.064 -1.530 0.01 -0.15 0.09
Si 1.125 2.835 2.216 -0.02 -0.16 -0.06
Si -3.485 -2.719 2.397 0.02 0.01 0.02
Si -3.622 -2.605 -3.099 -0.01 0.02 0.02
N 2.420 -0.226 0.096 -0.03 0.19 -0.19
N 0.746 -2.234 0.427 -0.21 -0.26 0.22
N 4.233 -1.726 -0.108 -0.01 0.15 0.09
N -1.648 1.929 0.794 0.33 0.08 -0.10
C -1.469 4.288 0.458 -0.05 0.01 0.01
C 7.543 -0.365 -1.038 -0.03 -0.01 0.01
C -4.981 -2.602 3.495 -0.03 0.00 0.02
C 1.979 -2.549 0.016 -0.05 0.07 -0.13
C 5.025 0.542 -0.330 -0.04 0.09 -0.09
C 6.020 1.452 -0.636 0.04 0.02 -0.07
C -0.131 -3.229 0.565 0.06 0.01 0.04
C -5.322 -2.187 -2.453 -0.03 0.00 0.00
C 2.929 -1.408 -0.008 0.05 -0.25 0.01
C 2.615 3.042 -2.308 0.02 0.03 0.11
C 0.160 -4.549 0.264 0.00 -0.02 0.00
C -1.932 -2.246 3.343 0.05 0.02 -0.05
C 6.533 -1.277 -0.749 0.04 0.01 -0.05
C 2.337 -3.830 -0.364 0.02 0.03 0.03
C 0.562 2.772 0.351 0.08 0.70 0.14
C -2.996 -1.295 -4.268 0.00 0.03 -0.02
C 0.184 4.697 -2.073 -0.02 0.01 -0.01
C -0.903 3.012 0.513 -0.02 -0.14 0.02
C -0.045 1.647 -2.318 0.03 -0.08 -0.02
C -3.400 -4.442 1.679 0.02 -0.03 0.00
C -2.421 -2.655 -1.619 0.05 -0.04 0.04
C 1.409 -4.853 -0.238 -0.01 -0.02 0.00
C -3.780 -1.419 1.046 -0.05 0.03 -0.09
C 7.287 0.994 -0.985 -0.02 0.00 0.02
C 0.301 1.351 3.096 0.04 -0.11 -0.08
C -3.585 3.324 0.983 0.01 0.01 -0.01
C 2.893 2.847 2.801 0.01 0.03 -0.06
C -2.819 4.446 0.693 0.01 -0.03 0.01
C -2.959 2.100 1.020 -0.04 -0.12 0.03
C 0.373 4.383 2.950 -0.04 -0.01 0.02
C -3.595 -4.297 -3.870 0.00 -0.03 -0.02
C 5.283 -0.813 -0.395 -0.07 -0.09 0.01
H -0.003 1.747 -3.406 -0.02 0.00 0.00
H 4.488 -2.697 -0.063 0.00 0.01 0.02
H 0.417 0.671 -2.101 -0.01 0.01 0.03
H -4.696 -1.653 0.496 -0.01 -0.01 0.02
H -3.533 1.213 1.249 0.07 0.12 -0.01
H 8.526 -0.725 -1.308 0.00 0.00 0.00
H 3.325 3.742 -1.866 -0.01 0.01 0.04
H 0.711 4.438 3.987 0.00 0.02 0.00
H -1.106 -2.955 0.932 -0.01 0.01 0.00
H -0.715 4.405 2.952 0.00 -0.01 0.02
H 8.068 1.706 -1.212 0.00 0.00 0.00
H 3.078 2.060 -2.351 0.01 -0.04 -0.01
H -0.590 -5.314 0.406 0.00 -0.01 0.01
H 1.665 -5.864 -0.525 0.00 0.00 0.00
H -2.187 -1.621 4.201 -0.01 0.00 0.00
H -3.654 -1.215 -5.135 0.01 0.00 0.00
H 2.426 3.372 -3.334 0.08 0.01 0.01
H 0.737 5.279 2.443 -0.01 0.00 0.00
H -4.361 -4.713 1.235 0.00 0.01 -0.01
H -3.972 -5.055 -3.181 0.01 0.00 0.00
H -1.396 -2.815 -1.959 0.00 0.00 0.01
H -5.687 -2.949 -1.761 0.00 0.01 0.01
H -6.031 -2.141 -3.284 -0.01 -0.01 0.01
H 6.726 -2.342 -0.800 0.00 0.00 0.00
H 0.649 1.385 4.133 0.00 0.02 0.00
H -0.840 5.143 0.268 0.00 -0.01 0.00
H -3.983 -0.487 1.579 -0.06 -0.12 -0.01
H -4.227 -4.319 -4.760 0.00 -0.01 0.00
H -1.099 1.620 -2.034 0.00 0.02 0.00
H 0.581 5.542 -1.505 0.01 0.00 -0.02
H 5.818 2.515 -0.590 -0.01 -0.01 -0.01
H -3.267 5.430 0.662 0.00 0.00 0.00
H -5.357 -1.216 -1.953 0.01 0.00 -0.01
H -5.084 -1.609 3.937 0.00 0.00 0.00
H -3.203 -5.156 2.483 -0.01 -0.01 -0.01
H 0.495 4.840 -3.111 -0.01 0.01 0.00
H -2.588 -4.587 -4.177 0.00 0.00 0.00
H -2.637 -4.589 0.916 0.02 -0.01 0.00
H 0.591 0.329 2.777 0.09 0.06 0.06
H 2.809 3.145 3.851 0.06 0.03 -0.02
H 3.386 1.881 2.762 0.00 0.01 0.05
H 3.528 3.581 2.303 -0.02 0.01 -0.04
H 3.312 -4.043 -0.775 -0.01 -0.03 -0.01
H -5.896 -2.822 2.942 0.00 0.00 0.01
H -4.911 -3.321 4.314 0.00 0.00 0.00
H -1.402 -3.122 3.721 -0.01 0.00 0.02
H -1.230 -1.676 2.726 0.02 0.01 0.02
H -0.903 4.742 -2.050 0.00 -0.01 0.00
H -4.645 3.396 1.182 0.00 0.00 0.00
H -0.787 1.396 3.112 0.00 0.05 0.04
H -2.674 -3.451 -0.918 0.01 0.00 0.00
H -1.996 -1.537 -4.637 0.00 0.00 0.00
H -2.959 -0.309 -3.799 0.00 0.00 0.00
```
Positions in Å, forces in eV/Å.

Its total charge is +2. For the total energy, the calculation gives -92212.6741 eV. As for the spin multiplicity: 6. The calculation puts the energy above the lowest of the compared OMol25 structures with the same formula, charge and spin at 33.96 kcal per mole. The HOMO energy (alpha / beta) is -12.60 / -12.60 eV.

=====

Question: Which of these has the highest spin multiplicity?
Answer: C32H53N4RuSSi4Te

=====

Question: spin multiplicity of number 2 (C5H9N3O2)?
Answer: 1